# 1
Here is a structure of composition C36H75AsF15O18 from the Open Molecules 2025 dataset. Energies are from the ωB97M-V functional and the def2-TZVPD basis.

Computed properties:
**E_LUMO**: 2.24 eV
**Charge**: -1
**Orbital gap**: 9.01 eV
**Energy above the lowest of the compared OMol25 structures with the same formula, charge and spin**: 0.0 kcal/mol
**E**: -6504.71372 hartree

Each line ends with the Mulliken charge.
Cartesian coordinates (Å):
As: 0.551 0.091 -1.844  1.9577
F: -0.996 -0.264 -2.673  -0.4791
F: 1.281 -0.638 -3.344  -0.5501
F: 2.050 0.304 -0.934  -0.3469
F: -0.256 0.812 -0.452  -0.3984
F: 0.439 -1.510 -1.049  -0.3689
F: 0.661 1.684 -2.572  -0.4285
C: 1.997 6.520 4.269  -0.9061
O: 2.547 5.407 3.590  -0.1993
C: 2.840 5.708 2.224  -0.5347
C: 3.808 4.623 1.699  -0.4629
O: 3.367 3.256 1.942  -0.1463
C: 2.523 2.700 0.954  0.5920
H: 0.949 6.672 4.006  0.2990
H: 2.579 7.442 4.233  0.3658
H: 2.030 6.201 5.312  0.2678
H: 3.261 6.696 2.026  0.5457
H: 1.910 5.634 1.653  0.1806
H: 4.721 4.723 2.286  0.3337
H: 4.006 4.871 0.655  0.2215
H: 2.058 1.738 1.166  -0.4796
H: 3.055 2.555 0.012  -0.3878
H: 1.655 3.339 0.776  0.1736
C: -4.383 1.448 1.143  -0.4020
O: -3.306 1.588 2.075  -0.5690
C: -2.128 2.061 1.394  0.5277
C: -0.972 2.357 2.382  0.0103
O: -1.129 3.617 3.063  -0.4560
C: -0.203 3.763 4.089  -0.4374
H: -4.055 0.760 0.361  0.0320
H: -4.645 2.419 0.721  0.3916
H: -5.189 0.931 1.662  0.2161
H: -2.269 2.920 0.736  0.2252
H: -1.831 1.212 0.775  -0.3748
H: -0.063 2.456 1.784  -0.3338
H: -0.766 1.554 3.091  0.4855
H: 0.772 3.867 3.609  0.1250
H: -0.257 2.940 4.806  0.2876
H: -0.499 4.627 4.686  0.2681
C: -5.956 -4.377 3.222  -0.8300
O: -4.798 -3.607 2.870  -0.3474
C: -4.325 -3.742 1.541  -1.1767
C: -3.409 -2.528 1.227  1.5077
O: -2.540 -2.159 2.303  -0.6532
C: -1.700 -1.068 1.893  -0.3523
H: -5.672 -5.429 3.285  0.2919
H: -6.754 -4.139 2.516  0.3049
H: -6.326 -4.122 4.215  0.2459
H: -5.142 -3.651 0.820  0.4282
H: -3.874 -4.728 1.410  0.4222
H: -4.023 -1.662 0.971  -0.3111
H: -2.868 -2.752 0.304  -0.2287
H: -1.458 -1.136 0.832  0.0770
H: -0.771 -0.925 2.444  0.1981
H: -2.312 -0.181 2.070  0.5963
C: -3.068 -5.869 -1.686  -0.5132
O: -2.078 -5.392 -2.623  -0.4432
C: -0.759 -5.756 -2.246  -0.9184
C: -0.336 -5.305 -0.827  0.4097
O: -0.975 -6.036 0.215  -0.4254
C: -0.517 -5.633 1.476  -0.5216
H: -2.791 -6.839 -1.273  0.3559
H: -4.000 -6.026 -2.230  0.2847
H: -3.327 -5.169 -0.891  0.0284
H: -0.053 -5.351 -2.970  0.2886
H: -0.606 -6.834 -2.345  0.4521
H: -0.615 -4.247 -0.808  -0.1529
H: 0.748 -5.315 -0.691  0.4492
H: 0.505 -5.960 1.684  0.3313
H: -1.098 -6.053 2.298  0.3684
H: -0.582 -4.549 1.588  -0.0293
C: -2.657 -2.944 -2.640  -0.1878
O: -3.906 -2.650 -2.013  -0.3230
C: -4.112 -1.254 -1.915  0.3351
C: -5.607 -1.019 -1.534  -1.2378
O: -5.699 -1.166 -0.159  0.1540
C: -7.011 -1.085 0.304  -1.0946
H: -2.397 -3.998 -2.573  -0.1111
H: -1.833 -2.359 -2.226  -0.1483
H: -2.702 -2.614 -3.680  0.4850
H: -3.986 -0.653 -2.819  0.4478
H: -3.427 -0.825 -1.181  -0.4517
H: -6.221 -1.742 -2.075  0.4922
H: -5.840 0.009 -1.828  0.5159
H: -7.053 -1.262 1.377  0.2777
H: -7.658 -1.726 -0.297  0.3161
H: -7.328 -0.052 0.127  0.3299
C: -2.866 6.281 0.162  -0.6395
O: -2.896 6.349 -1.279  -0.4221
C: -3.067 5.069 -1.878  0.5660
C: -3.016 5.225 -3.387  -0.8219
O: -1.763 5.358 -4.021  -0.3898
C: -1.059 4.134 -4.112  -0.6483
H: -3.748 5.798 0.587  0.2898
H: -2.964 7.305 0.522  0.3155
H: -1.969 5.824 0.582  0.2059
H: -3.982 4.580 -1.542  0.2447
H: -2.162 4.519 -1.607  -0.2649
H: -3.565 6.120 -3.686  0.3400
H: -3.587 4.458 -3.918  0.4122
H: -0.705 3.823 -3.129  0.1967
H: -0.185 4.312 -4.738  0.2970
H: -1.644 3.336 -4.573  0.3206
C: 3.833 2.356 -2.818  -0.8873
C: 5.004 3.067 -2.235  0.1355
O: 6.246 2.458 -2.504  -0.2783
C: 7.351 3.102 -2.112  0.3015
O: 7.377 4.190 -1.591  -0.5345
C: 8.631 2.322 -2.246  0.8937
F: 9.428 2.956 -3.094  -0.2573
F: 9.251 2.294 -1.057  -0.2451
F: 8.438 1.081 -2.735  -0.2374
H: 2.916 2.917 -2.636  0.3618
H: 3.620 1.403 -2.333  -0.0660
H: 3.941 2.209 -3.892  0.4509
H: 4.949 3.225 -1.156  0.0474
H: 4.925 4.099 -2.584  0.2573
C: 2.291 -3.764 -2.973  -0.8565
C: 3.385 -3.071 -2.164  0.7506
O: 4.585 -3.854 -2.305  -0.3661
C: 5.036 -4.547 -1.229  0.4522
O: 4.533 -4.461 -0.132  -0.4956
C: 6.268 -5.453 -1.556  0.7662
F: 7.385 -4.738 -1.252  -0.2524
F: 6.313 -6.585 -0.831  -0.2504
F: 6.371 -5.846 -2.820  -0.2362
H: 2.299 -4.823 -2.714  0.4698
H: 2.525 -3.679 -4.034  0.3329
H: 1.304 -3.365 -2.741  -0.1144
H: 3.180 -2.896 -1.108  -0.4314
H: 3.556 -2.053 -2.513  0.1825
C: 1.933 -3.023 1.893  -1.0547
C: 2.244 -1.572 1.567  1.4003
O: 3.093 -1.019 2.550  -0.4423
C: 2.667 -0.141 3.451  0.4264
O: 1.499 0.206 3.531  -0.5024
C: 3.731 0.341 4.385  0.7238
F: 4.982 0.067 3.974  -0.2607
F: 3.605 1.681 4.518  -0.1713
F: 3.584 -0.110 5.643  -0.2805
H: 1.260 -2.984 2.751  0.5293
H: 2.840 -3.539 2.208  0.4912
H: 1.469 -3.532 1.050  -0.2529
H: 1.327 -0.997 1.449  -0.5641
H: 2.805 -1.619 0.635  -0.1189

Cartesian forces, eV/Å:
-0.877 -1.044 -0.779
0.987 0.750 0.988
0.051 0.733 1.953
-0.262 -0.096 -1.131
0.232 -0.401 -0.879
0.129 0.746 -0.679
0.106 -0.781 0.311
-0.095 -1.005 1.051
0.821 1.388 -0.828
-0.455 -1.949 -0.153
-0.689 -0.295 0.998
0.288 0.764 -0.101
-0.421 0.679 -0.823
-0.009 0.261 -0.239
0.106 0.023 -0.535
-0.247 0.176 0.131
0.199 0.127 0.408
-0.235 0.164 -0.106
0.130 -0.144 -0.158
0.077 -0.450 -0.242
0.591 -0.082 0.838
0.066 0.122 -0.121
0.014 0.288 -0.214
1.115 -0.589 0.578
-0.274 1.393 -0.322
0.576 -0.879 1.237
-0.239 0.769 -0.620
-1.549 -0.835 -0.699
-0.006 0.043 0.160
-0.089 0.121 -0.355
-0.302 -0.005 -0.012
-0.171 0.398 0.037
-0.465 0.226 0.149
0.309 0.445 -0.152
0.034 -0.240 -0.217
-0.423 -0.108 0.102
0.400 0.009 0.740
0.334 -0.390 -0.164
0.258 0.358 -0.300
1.042 0.485 -0.483
-0.731 0.105 0.769
0.094 1.014 0.488
-0.063 -0.083 0.549
0.796 -1.023 -0.457
-1.247 0.346 -0.150
-0.353 -0.265 -0.442
-0.165 -0.513 -0.179
0.387 0.446 0.035
-0.196 -0.117 -0.120
0.408 -0.012 -0.025
-0.127 -0.199 0.269
0.346 -0.189 -0.014
0.129 -0.093 -0.109
-0.098 -0.693 0.400
0.318 -0.041 -0.176
-0.647 -0.554 -0.658
0.672 -3.406 0.915
0.670 -0.766 0.813
-0.629 0.462 -0.611
0.055 -0.214 -0.580
0.181 0.392 0.726
0.220 0.171 0.109
0.113 0.130 -0.308
0.580 0.199 0.017
-0.264 0.500 0.010
-0.323 -0.275 0.161
-0.112 0.253 0.490
0.192 -0.338 -0.214
0.300 0.095 -0.314
-0.449 -0.230 -0.424
0.062 0.125 -0.013
0.068 1.502 -0.169
0.143 0.555 -0.254
-1.656 -0.059 0.263
2.252 0.128 -0.299
-0.151 -0.706 0.698
-0.131 0.967 -0.402
-0.734 1.791 -0.154
-0.078 0.185 0.397
-0.062 -0.095 -0.322
0.479 -0.609 -0.579
-0.074 0.112 0.205
-0.169 -0.008 -0.065
-0.407 0.142 -0.058
0.068 -0.345 -0.104
-0.226 -0.305 0.329
-0.495 0.157 0.134
-0.522 0.642 -0.566
-0.459 -0.113 0.976
1.558 0.593 -0.267
-1.031 0.593 -1.005
0.037 -0.142 0.327
0.458 0.259 0.164
-0.056 -0.487 -0.259
0.388 0.102 -0.140
0.123 -0.136 -0.239
-0.033 -0.089 0.020
-0.290 -0.735 0.262
0.065 0.315 0.381
0.057 -0.631 0.357
-0.015 -0.273 -0.025
-0.018 0.042 0.020
-0.218 -0.030 0.059
-0.424 -1.055 0.130
-0.956 1.941 0.943
1.556 -0.499 -0.611
-2.032 1.041 1.047
0.031 -0.534 -0.503
0.252 -0.708 -0.394
0.510 0.289 -0.436
-0.212 -0.521 -0.334
0.254 0.340 0.653
0.153 0.300 -0.084
0.292 -0.163 -0.175
0.006 -0.003 0.013
-0.192 -0.474 0.171
0.799 0.058 -0.443
0.422 -0.079 0.547
-0.714 0.616 0.263
1.592 -0.996 0.468
-2.029 1.054 0.125
1.164 -0.682 -0.891
0.928 -0.064 0.353
-0.576 -0.254 -0.135
-0.472 0.719 0.171
-0.348 0.446 -0.275
-0.064 -0.085 0.009
-0.204 0.073 -0.003
0.114 0.238 -0.141
-0.297 -0.644 0.000
0.402 -0.222 -0.490
-0.142 0.600 1.061
-0.625 -1.085 -1.187
1.608 0.713 1.134
-3.458 -1.239 -1.796
1.773 0.025 0.460
1.244 1.934 1.310
-0.659 -0.005 0.167
0.226 -0.476 -0.531
-0.064 -0.783 -0.405
-0.231 -0.514 -0.036
0.029 -0.084 -0.226
0.005 0.125 0.042
0.212 0.147 -0.066
0.084 0.783 0.083



# 2
Here is a cluster of 4 separate species, C5H16NO2 in total from the Open Molecules 2025 dataset. Energies are from the ωB97M-V functional and the def2-TZVPD basis.

Computed properties:
**E_LUMO**: -8.81 eV
**Charge**: +1
**Orbital gap**: 4.52 eV
**Energy above the lowest of the compared OMol25 structures with the same formula, charge and spin**: 191.7 kcal/mol
**E**: -404.81464 hartree

Each line ends with the natural charge from an NBO analysis.
Cartesian coordinates (Å):
C: 1.307 -1.507 -1.413  -0.5990
C: 2.204 -0.745 -0.403  -0.5013
C: 1.436 -0.244 0.765  0.0932
C: 1.486 1.081 1.135  0.0978
C: 0.868 1.655 2.327  -0.7147
N: -1.326 -1.785 -0.472  -0.8777
H: 0.569 -0.740 -1.718  0.2120
H: 1.921 -1.540 -2.327  0.2482
H: 2.879 -1.487 0.050  0.2893
H: 2.783 -0.023 -0.976  0.2488
H: 0.568 -0.823 1.068  0.2546
H: 2.055 1.718 0.463  0.2271
H: 0.103 2.425 2.147  0.2874
H: 0.260 0.952 2.902  0.2610
H: 1.542 2.212 2.980  0.2747
H: -2.004 -2.383 -0.013  0.3856
H: 1.026 -2.547 -1.273  0.2574
H: -1.486 -1.835 -1.467  0.3872
H: -3.623 2.280 -2.074  0.4687
H: -4.546 1.383 -1.216  0.4692
O: -4.171 1.493 -2.096  -0.9369
H: -1.709 1.025 0.671  0.4766
H: -1.087 -0.904 0.028  0.4036
O: -1.055 0.340 0.911  -0.7129

Cartesian forces, eV/Å:
1.022 1.606 -1.577
-0.552 -1.236 0.815
-0.897 -0.828 -2.495
-1.097 1.474 0.729
-0.853 0.461 1.309
-0.533 -1.080 0.387
-0.375 -1.120 0.228
0.166 -0.138 0.280
0.384 -0.055 -0.138
0.097 0.291 0.587
0.888 -0.414 0.818
0.016 0.215 0.139
0.428 0.102 -0.701
0.576 -0.289 -0.023
0.497 -0.262 -0.106
0.107 0.133 0.233
-0.513 0.373 0.578
0.052 0.568 -0.043
-0.083 0.171 0.076
-0.044 0.177 -0.045
0.130 -0.341 -0.010
0.431 0.084 -0.069
-0.352 -0.054 -0.414
0.505 0.163 -0.558



# 3
Here is a structure of composition Hg5O12P3 from the Open Molecules 2025 dataset. Energies are from the ωB97M-V functional and the def2-TZVPD basis.

Computed properties:
**E_LUMO**: -9.58 eV
**Charge**: +1
**Orbital gap**: 1.75 eV
**E**: -2693.58591 hartree

Each line ends with the natural charge from an NBO analysis.
Cartesian coordinates (Å):
Hg: -10.904 4.919 6.474  1.6499
Hg: -10.900 7.393 9.144  1.5903
Hg: -15.241 6.575 5.636  1.5393
Hg: -12.657 9.796 5.621  0.6733
Hg: -15.290 6.878 9.634  1.6497
P: -9.359 4.834 9.041  2.4093
O: -9.636 5.532 10.446  -1.0781
O: -7.935 4.247 8.802  -0.8861
O: -9.482 6.009 7.970  -1.2519
O: -10.601 3.986 8.469  -1.1870
P: -13.321 7.279 7.400  2.5320
O: -14.543 6.319 7.762  -1.2548
O: -12.804 7.972 8.626  -1.2459
O: -12.007 6.480 7.081  -1.3367
O: -13.702 8.049 6.095  -1.2313
P: -17.595 7.015 7.157  2.4290
O: -19.054 6.672 7.053  -0.7869
O: -16.991 5.661 6.563  -0.9270
O: -17.001 7.380 8.584  -1.2460
O: -17.016 8.118 6.132  -1.0409

Cartesian forces, eV/Å:
1.568 -2.151 1.094
2.949 -2.548 0.666
-2.686 -0.189 -1.630
1.196 2.239 -0.644
-1.171 0.112 0.617
1.667 -0.375 0.162
-0.729 -0.167 -2.403
-2.844 0.668 0.844
0.155 2.391 -0.295
0.472 -0.251 0.251
2.371 -4.017 -0.725
2.924 0.931 -0.076
-2.118 2.858 1.739
-2.888 1.766 -0.769
-1.077 -1.421 0.945
0.998 1.626 -1.714
0.318 0.425 0.653
0.682 0.332 -0.062
-1.168 -0.157 -0.458
-0.621 -2.071 1.805